# C49H54N3NaOP4S2Se2

A molecular structure, C49H54N3NaOP4S2Se2 (wB97M-V/def2-TZVPD, OMol25).

Last column: Mulliken charge in e.
Cartesian coordinates (Å):
1 Na -0.60062 0.54139 -0.55889  0.658
2 S -3.23792 2.52605 -0.69560  -0.675
3 P -1.98651 3.01976 0.72808  1.134
4 C -0.87264 1.88441 1.33122  -0.688
5 P 0.75318 2.37060 1.26663  2.403
6 S 1.90795 1.70175 -0.18498  -0.737
7 C 1.35875 4.09916 1.55128  0.557
8 C 1.94896 4.80834 0.51250  -0.596
9 C 2.43682 6.08435 0.71822  -0.752
10 C 2.35560 6.67420 1.96817  -0.613
11 C 1.77558 5.97123 3.00986  -0.777
12 C 1.27645 4.70076 2.80286  -0.111
13 C 1.42805 1.67921 2.82162  -0.063
14 C 2.76682 1.87362 3.13462  -0.490
15 C 3.26874 1.42936 4.34081  -0.801
16 C 2.44107 0.75912 5.22818  -0.651
17 C 1.11361 0.52557 4.90144  -0.665
18 C 0.60553 1.00140 3.70811  -0.500
19 C -3.00257 3.32954 2.23946  -0.273
20 C -4.35325 3.00231 2.30835  -0.698
21 C -4.98497 2.89981 3.53749  -0.535
22 C -4.28940 3.14292 4.70878  -0.561
23 C -2.95221 3.51919 4.64596  -0.894
24 C -2.31816 3.58508 3.42738  0.172
25 C -1.37881 4.69675 0.33812  0.125
26 C -0.76619 4.83061 -0.90410  -0.485
27 C -0.24145 6.04545 -1.29819  -0.868
28 C -0.30126 7.13639 -0.44288  -0.452
29 C -0.90179 7.00351 0.79743  -0.574
30 C -1.45199 5.79569 1.18415  -0.146
31 H 2.05100 4.32327 -0.44967  0.451
32 H 2.89052 6.61878 -0.10570  0.426
33 H 2.74695 7.67003 2.14234  0.340
34 H 1.71497 6.41099 3.99755  0.386
35 H 0.83369 4.16368 3.63144  0.193
36 H 3.38974 2.37684 2.40669  0.420
37 H 4.30538 1.61487 4.59742  0.368
38 H 2.83299 0.41606 6.17715  0.336
39 H 0.46894 -0.00826 5.58986  0.417
40 H -0.43974 0.87984 3.44564  0.649
41 H -4.89186 2.81451 1.38802  0.357
42 H -6.02931 2.60939 3.58044  0.379
43 H -4.77571 3.01702 5.66982  0.349
44 H -2.39878 3.72510 5.55546  0.429
45 H -1.25917 3.80344 3.36615  0.198
46 H -0.70781 3.95539 -1.54505  0.400
47 H 0.22995 6.14083 -2.26771  0.357
48 H 0.12064 8.08898 -0.74080  0.360
49 H -0.94444 7.84672 1.47763  0.400
50 H -1.93139 5.70133 2.14998  0.391
51 Se 1.95248 -2.06804 -2.93739  -0.338
52 P 0.16722 -1.55745 -3.97691  0.636
53 Se -1.52867 -0.61656 -3.08274  -0.493
54 C 0.66046 -0.57690 -5.45426  0.930
55 C -0.13925 0.46731 -5.88869  -0.579
56 C 0.23208 1.21130 -6.99308  -0.630
57 C 1.40350 0.91642 -7.66849  -0.410
58 C 2.20353 -0.12823 -7.23422  -0.654
59 C 1.83698 -0.87215 -6.12751  -0.404
60 C -0.41419 -3.10386 -4.81262  0.105
61 C 0.45138 -4.15579 -5.07129  -0.309
62 C -0.02266 -5.32244 -5.64573  -0.691
63 C -1.36820 -5.45242 -5.95130  -0.432
64 C -2.23501 -4.40080 -5.69440  -0.695
65 C -1.75676 -3.23025 -5.13654  -0.113
66 H -1.04297 0.69820 -5.33892  0.296
67 H -0.39526 2.02644 -7.32470  0.397
68 H 1.70109 1.50772 -8.52625  0.343
69 H 3.12108 -0.35834 -7.75967  0.367
70 H 2.47778 -1.66318 -5.76075  0.298
71 H 1.49331 -4.06030 -4.79552  0.317
72 H 0.65873 -6.13868 -5.85033  0.360
73 H -1.73883 -6.37189 -6.38737  0.344
74 H -3.28553 -4.49329 -5.93547  0.398
75 H -2.42010 -2.40343 -4.91237  0.407
76 O -0.41619 -1.42597 -0.25572  -0.294
77 P 0.01672 -2.68940 0.34060  -1.961
78 N 1.53043 -2.83449 1.04409  0.888
79 C 2.69966 -3.36421 0.34568  -0.229
80 C 3.89083 -2.56595 0.87186  -0.862
81 C 3.26382 -1.22930 1.23851  -0.334
82 C 1.91246 -1.64434 1.79853  0.576
83 N -1.03937 -3.06719 1.59373  0.621
84 C -0.71604 -4.03791 2.62680  -0.539
85 C -1.49622 -3.58327 3.86725  -0.786
86 C -1.73699 -2.09883 3.60729  0.066
87 C -1.99373 -2.09986 2.10722  -0.483
88 N -0.04213 -3.94031 -0.75553  1.372
89 C -1.27826 -3.92636 -1.53196  0.107
90 C -1.54372 -5.37802 -1.92762  -0.505
91 C -0.79139 -6.16835 -0.86291  -0.739
92 C 0.43976 -5.29749 -0.61875  -0.768
93 H 2.59847 -3.23358 -0.73320  -0.159
94 H 2.81181 -4.43410 0.55445  0.109
95 H 4.66869 -2.47128 0.11743  0.393
96 H 4.29761 -3.05220 1.76301  0.350
97 H 3.11062 -0.62844 0.34332  0.005
98 H 3.84054 -0.65095 1.95867  0.296
99 H 1.16873 -0.84899 1.69275  -0.695
100 H 1.99244 -1.90147 2.86511  0.017
101 H 0.36279 -4.05352 2.81771  0.392
102 H -1.01956 -5.04627 2.31717  0.109
103 H -0.95785 -3.77008 4.79533  0.384
104 H -2.45571 -4.10114 3.91630  0.337
105 H -0.83692 -1.52756 3.83100  -0.490
106 H -2.57024 -1.68822 4.17521  0.559
107 H -1.85606 -1.13298 1.62763  0.138
108 H -3.01847 -2.44165 1.90373  0.222
109 H -1.15950 -3.28341 -2.40801  -0.723
110 H -2.09427 -3.50500 -0.92990  0.387
111 H -1.12586 -5.57346 -2.91704  0.018
112 H -2.60900 -5.60832 -1.94590  0.380
113 H -0.55592 -7.18432 -1.18112  0.465
114 H -1.38680 -6.21098 0.04982  0.208
115 H 1.19735 -5.48870 -1.39148  0.294
116 H 0.88133 -5.47186 0.36267  0.377

LUMO: 3.69 eV
Charge: -2
Gap between HOMO and LUMO: 5.01 eV
HOMO level: -1.323 eV
Energy above the lowest of the compared OMol25 structures with the same formula, charge and spin: 74.5 kJ/mol
Total energy: -9266.3309 Eh